Record 1
{"formula": "C21H30KNOPS", "method": "the ωB97M-V functional and the def2-TZVPD basis", "species": ["K", "S", "P", "O", "N", "C", "C", "C", "C", "C", "C", "C", "C", "C", "C", "C", "C", "C", "C", "C", "C", "C", "C", "C", "C", "C", "H", "H", "H", "H", "H", "H", "H", "H", "H", "H", "H", "H", "H", "H", "H", "H", "H", "H", "H", "H", "H", "H", "H", "H", "H", "H", "H", "H", "H", "H"], "xyz": [[-0.212, 0.348, -1.674], [1.054, 3.398, -1.904], [-2.720, -1.475, -1.322], [1.348, 1.914, -1.898], [0.842, -0.566, 0.392], [-1.550, -3.825, -2.470], [2.629, 4.214, -1.751], [0.252, 3.399, 2.041], [-1.853, -2.470, -2.604], [-1.103, 5.101, 1.030], [-4.445, -2.068, -1.542], [-1.515, -1.830, -3.800], [-2.262, -2.368, 0.226], [-0.698, 4.417, 2.171], [-0.896, -2.520, -4.837], [2.308, -1.715, 2.254], [0.381, 3.791, -0.311], [-0.926, -4.516, -3.499], [-0.599, -3.866, -4.683], [-0.575, 4.787, -0.217], [3.323, -2.648, 1.574], [3.026, -0.610, 3.038], [1.377, -2.517, 3.175], [0.797, 3.081, 0.811], [1.481, -1.075, 1.202], [-1.262, 4.760, 3.524], [3.927, -3.130, 2.344], [-1.804, -4.353, -1.559], [-0.486, 5.176, 4.171], [-4.848, -1.695, -2.484], [-2.642, -1.806, 1.080], [-0.116, -4.410, -5.485], [2.450, 5.287, -1.665], [-5.071, -1.694, -0.732], [1.524, 2.282, 0.711], [-2.679, -3.375, 0.264], [0.566, 2.852, 2.923], [2.313, 0.069, 3.509], [3.195, 3.991, -2.654], [0.862, -3.306, 2.626], [-0.909, 5.314, -1.103], [-1.849, 5.883, 1.112], [-2.063, 5.494, 3.447], [-1.177, -2.427, 0.318], [2.821, -3.423, 0.995], [-0.652, -2.010, -5.761], [-1.658, 3.872, 4.019], [3.989, -2.093, 0.913], [-0.699, -5.569, -3.380], [-4.478, -3.157, -1.549], [0.632, -1.872, 3.642], [3.132, 3.827, -0.864], [-1.772, -0.783, -3.936], [3.628, -1.072, 3.821], [3.688, -0.031, 2.392], [1.975, -2.979, 3.962]], "e_lumo_ev": -2.03, "gap_ev": 9.3, "total_charge": 1}

=====

Record 2
{"formula": "C32H51Cl2LuP", "method": "the ωB97M-V functional and the def2-TZVPD basis", "species": ["Lu", "Cl", "Cl", "P", "C", "C", "C", "C", "C", "C", "C", "C", "C", "C", "C", "C", "C", "C", "C", "C", "C", "C", "C", "C", "C", "C", "C", "C", "C", "C", "C", "C", "C", "C", "C", "C", "H", "H", "H", "H", "H", "H", "H", "H", "H", "H", "H", "H", "H", "H", "H", "H", "H", "H", "H", "H", "H", "H", "H", "H", "H", "H", "H", "H", "H", "H", "H", "H", "H", "H", "H", "H", "H", "H", "H", "H", "H", "H", "H", "H", "H", "H", "H", "H", "H", "H", "H"], "xyz": [[1.699, 0.360, 1.722], [-0.677, 2.941, 4.534], [1.977, 2.827, 1.601], [0.287, 0.630, -0.657], [1.156, -1.944, 1.973], [-3.436, -1.300, 0.190], [-0.951, -3.428, 2.966], [4.973, 0.401, -1.757], [1.152, -0.916, 5.920], [4.046, 1.353, -2.534], [0.168, 0.417, 4.103], [-1.460, -0.743, -4.276], [2.554, 0.974, -2.477], [-2.092, 2.134, -0.998], [-0.711, 4.555, -2.057], [0.330, -1.776, -2.158], [-2.233, 4.411, -2.170], [-3.326, -3.159, 1.812], [-0.325, 0.477, 2.737], [-0.625, 0.180, -3.378], [1.024, -0.629, 4.573], [-0.514, -2.752, -2.987], [-0.909, -2.174, -4.354], [0.006, 1.149, 6.433], [2.991, -0.466, -0.513], [-0.566, 2.307, -0.881], [-3.576, -2.564, 0.425], [-0.152, 1.418, 5.084], [0.603, -0.053, 6.863], [4.439, 0.008, -0.377], [-0.432, -0.454, -1.989], [-2.830, 3.476, -1.112], [-2.247, -2.593, 2.775], [0.491, -3.204, 2.445], [0.022, 3.208, -1.975], [2.155, 0.733, -1.020], [-2.800, 3.974, -0.133], [-1.258, -4.451, 2.731], [5.965, 0.858, -1.655], [0.578, -3.824, 1.522], [0.578, -2.233, -1.188], [1.087, 3.395, -1.775], [4.361, 1.386, -3.584], [-2.037, -1.545, 2.583], [-1.422, -2.995, -2.417], [-2.490, 4.039, -3.171], [-3.886, 3.288, -1.342], [2.380, 0.057, -3.061], [1.284, -1.589, -2.674], [-2.977, -0.670, 0.956], [-0.468, 5.134, -1.156], [-2.695, 5.401, -2.079], [-2.728, -2.619, 3.778], [2.436, 1.634, -0.435], [-1.431, -0.684, -1.571], [1.513, -1.336, 3.882], [1.153, -3.737, 3.173], [1.947, 1.764, -2.942], [-0.329, 5.120, -2.916], [5.044, -0.791, 0.067], [-3.792, -0.812, -0.721], [-0.037, 2.710, -2.955], [-3.358, -4.262, 1.866], [-0.822, -3.486, 4.046], [-0.029, -2.180, -5.012], [5.104, -0.518, -2.346], [1.160, -2.054, 0.890], [-1.656, -2.824, -4.825], [0.664, -0.298, 7.920], [2.906, -1.266, -1.258], [-0.339, 1.878, 7.159], [4.492, 0.868, 0.313], [0.356, 0.348, -3.848], [-2.489, -0.773, -3.889], [2.702, -1.007, 0.425], [-4.256, -2.863, 2.311], [-2.475, 1.583, -0.126], [-2.341, 1.519, -1.876], [-0.951, 1.319, 2.441], [-1.113, 1.161, -3.318], [1.688, -1.826, 6.210], [-1.512, -0.310, -5.283], [-0.597, -0.489, 2.294], [0.045, -3.685, -3.127], [-0.340, 2.795, 0.086], [-3.986, -3.280, -0.320], [4.163, 2.371, -2.136]], "e_lumo_ev": [2.41, 2.41], "gap_ev": [4.0, 4.0], "total_charge": -1}

=====

Looking at energy for the records above, in order, we have -2287.5063, -3747.0796 Eh.
Looking at ΔE to the lowest compared entry with this formula, charge and spin for the records above, in order, we have 47.7, 11.8 kJ/mol.
Looking at strongest force on any atom for the records above, in order, we have 2.06, 3.45 eV/Å.